C41H49Cl3FeGeNO6Se2 as an isolated structure at a distorted geometry, computed with the ωB97M-V functional and the def2-TZVPD basis.

Computed properties:
* expectation value of S²: 6.08
* frontier orbital gap (spin up / spin down): 6.20 / 5.06 eV
* HOMO energy (spin up / spin down): -5.394 / -5.380 eV
* LUMO energy (spin up / spin down): 0.81 / -0.32 eV
* E: -316253.2428 eV

Geometry as ORCA input:
```
! wB97M-V def2-TZVPD RIJCOSX def2/J DEFGRID3
* xyz -1 5
Fe -0.842 -1.501 -0.755
C 4.079 4.281 -1.955
C 4.672 2.876 -2.086
C 5.130 2.679 -3.537
C 5.885 2.787 -1.151
C 3.673 1.781 -1.745
C 2.337 2.022 -1.476
C 1.487 0.959 -1.214
Se -0.390 1.185 -0.903
C -0.590 1.248 1.017
C -0.783 2.485 1.599
C -1.169 2.566 2.928
C -1.408 1.365 3.591
C -1.247 0.106 3.036
C -0.781 0.024 1.695
O -0.543 -1.091 1.083
C -1.677 -1.095 3.879
C -1.355 -2.451 3.256
C -3.202 -1.023 4.074
C -0.980 -1.048 5.248
C -1.435 3.880 3.650
C -1.038 5.100 2.813
C -0.644 3.928 4.966
C -2.937 3.968 3.952
C 1.893 -0.385 -1.267
O 1.006 -1.330 -1.143
C 3.280 -0.629 -1.471
C 4.101 0.451 -1.718
C 3.809 -2.044 -1.359
C 3.146 -2.915 -2.433
C 5.326 -2.159 -1.538
C 3.496 -2.518 0.067
H 4.844 5.020 -2.189
H 3.730 4.465 -0.941
H 3.251 4.424 -2.643
H 5.867 3.432 -3.807
H 4.281 2.763 -4.211
H 5.574 1.698 -3.675
H 6.588 3.585 -1.381
H 6.404 1.840 -1.261
H 5.572 2.886 -0.114
H 1.919 3.017 -1.448
H -0.643 3.359 0.979
H -1.775 1.418 4.606
H -1.892 -2.591 2.322
H -1.653 -3.248 3.934
H -0.288 -2.550 3.063
H -3.705 -1.073 3.109
H -3.498 -0.102 4.570
H -3.537 -1.864 4.679
H 0.099 -1.020 5.115
H -1.234 -1.938 5.821
H -1.282 -0.181 5.828
H 0.018 5.062 2.552
H -1.216 6.006 3.393
H -1.630 5.159 1.902
H 0.420 3.825 4.770
H -0.946 3.135 5.644
H -0.813 4.880 5.466
H -3.505 3.950 3.025
H -3.166 4.891 4.482
H -3.265 3.133 4.566
H 5.144 0.253 -1.903
H 3.448 -2.574 -3.424
H 2.064 -2.854 -2.374
H 3.439 -3.953 -2.306
H 5.634 -1.873 -2.542
H 5.607 -3.198 -1.381
H 5.858 -1.552 -0.808
H 2.448 -2.353 0.304
H 4.099 -1.955 0.779
H 3.711 -3.577 0.175
O -2.688 0.184 -0.389
C -3.819 0.050 0.061
C -4.492 -1.203 0.167
C -5.865 -1.246 0.386
C -6.544 -2.449 0.338
C -5.831 -3.651 0.126
C -4.481 -3.636 -0.042
C -3.741 -2.412 -0.052
O -2.487 -2.424 -0.238
N -7.951 -2.468 0.486
O -8.536 -3.536 0.378
O -8.525 -1.410 0.710
H -4.382 0.943 0.385
H -6.408 -0.327 0.550
H -6.385 -4.579 0.100
H -3.918 -4.545 -0.183
Cl -0.610 -3.508 -2.024
Ge 0.029 -3.760 0.187
Cl -1.559 -5.277 0.800
Cl 1.578 -5.414 -0.299
Se -1.963 -0.770 -2.937
C -0.865 -0.927 -4.505
C -0.374 0.207 -5.148
C 0.384 0.078 -6.296
C 0.674 -1.178 -6.803
C 0.196 -2.309 -6.162
C -0.583 -2.186 -5.028
H -0.596 1.186 -4.748
H 0.750 0.958 -6.808
H 1.268 -1.275 -7.702
H 0.422 -3.293 -6.548
H -0.971 -3.065 -4.540
*
```

Here are the Löwdin charges for atoms 1 to 99, given in e: 0.25, -0.07, -0.56, -0.05, -0.05, -0.19, -0.06, -0.37, 1.20, -0.34, -0.06, -0.18, 0.00, -0.07, -0.34, -0.24, -0.52, -0.08, -0.03, -0.05, -0.56, -0.07, -0.05, -0.05, -0.34, -0.31, -0.08, 0.02, -0.53, -0.05, -0.07, -0.06, 0.08, 0.09, 0.08, 0.08, 0.09, 0.08, 0.08, 0.07, 0.09, 0.09, 0.09, 0.10, 0.05, 0.09, 0.08, 0.08, 0.07, 0.09, 0.09, 0.08, 0.07, 0.09, 0.08, 0.08, 0.09, 0.07, 0.08, 0.09, 0.08, 0.07, 0.09, 0.09, 0.03, 0.07, 0.08, 0.08, 0.08, 0.03, 0.09, 0.05, -0.23, -0.16, -0.12, 0.06, -0.17, 0.02, 0.01, -0.31, -0.25, -0.38, 0.05, 0.04, 0.14, 0.13, 0.12, 0.06, 0.25, 0.23, 0.01, -0.04, 1.00, -0.56, -0.12, -0.09, -0.09, -0.08, -0.15